{
  "formula": "C51H74NO21",
  "method": "ωB97M-V/def2-TZVPD",
  "symbols": ["C", "C", "C", "C", "C", "C", "C", "C", "O", "O", "O", "C", "O", "C", "C", "C", "C", "C", "C", "C", "C", "C", "C", "N", "O", "H", "H", "H", "H", "H", "H", "H", "H", "H", "H", "H", "H", "H", "H", "H", "H", "H", "H", "H", "H", "H", "H", "H", "H", "H", "H", "O", "C", "O", "C", "C", "C", "H", "H", "H", "H", "H", "H", "O", "C", "O", "C", "C", "C", "H", "H", "H", "H", "H", "H", "O", "C", "O", "C", "C", "C", "H", "H", "H", "H", "H", "H", "O", "C", "O", "C", "C", "C", "H", "H", "H", "H", "H", "H", "O", "C", "O", "C", "C", "C", "H", "H", "H", "H", "H", "H", "O", "C", "O", "C", "C", "C", "H", "H", "H", "H", "H", "H", "O", "C", "O", "C", "C", "C", "H", "H", "H", "H", "H", "H", "O", "C", "O", "C", "C", "C", "H", "H", "H", "H", "H", "H"],
  "coordinates": [[8.200, -1.366, 2.395], [6.833, -0.877, 1.857], [6.778, -1.360, 0.387], [5.761, -1.483, 2.777], [4.288, -1.028, 2.461], [3.682, -2.105, 1.538], [2.654, -1.579, 0.487], [3.195, -1.542, -0.926], [2.989, -0.580, -1.646], [3.944, -2.586, -1.359], [3.642, -0.955, 3.768], [2.266, -1.037, 3.710], [1.727, -2.083, 4.010], [1.428, 0.153, 3.342], [1.727, 1.368, 3.933], [1.010, 2.486, 3.599], [-0.005, 2.443, 2.668], [-0.310, 1.225, 2.103], [0.401, 0.101, 2.432], [4.376, 0.385, 1.833], [5.592, 1.223, 2.284], [5.469, 2.585, 1.520], [5.573, 1.589, 3.784], [6.860, 0.620, 1.848], [7.886, 1.146, 2.413], [9.026, -1.047, 1.756], [8.155, -2.462, 2.315], [8.337, -1.141, 3.447], [7.170, -2.380, 0.327], [5.793, -1.295, -0.075], [7.471, -0.733, -0.183], [5.797, -2.568, 2.632], [5.976, -1.318, 3.836], [4.490, -2.582, 0.978], [3.211, -2.922, 2.091], [2.244, -0.594, 0.691], [1.822, -2.310, 0.451], [4.060, -2.447, -2.310], [2.524, 1.473, 4.662], [1.256, 3.438, 4.060], [-0.543, 3.343, 2.392], [-1.101, 1.164, 1.362], [0.163, -0.848, 1.959], [3.500, 1.008, 2.032], [4.430, 0.316, 0.737], [5.820, 2.489, 0.489], [5.984, 3.371, 2.077], [4.409, 2.867, 1.491], [5.897, 0.728, 4.379], [6.333, 2.355, 3.954], [4.586, 1.927, 4.098], [0.101, -2.001, -0.516], [-0.345, -2.534, -1.497], [-1.598, -2.324, -1.934], [-1.877, -3.184, -3.058], [-0.517, -3.542, -3.628], [0.359, -3.542, -2.380], [-2.423, -4.059, -2.697], [-2.494, -2.654, -3.777], [-0.514, -4.484, -4.173], [-0.186, -2.758, -4.311], [0.358, -4.512, -1.878], [1.378, -3.228, -2.592], [9.780, -2.263, 4.976], [10.442, -1.327, 5.318], [11.391, -1.406, 6.285], [11.934, -0.101, 6.545], [11.650, 0.709, 5.290], [10.341, 0.098, 4.804], [11.438, 0.312, 7.427], [12.999, -0.188, 6.751], [11.598, 1.781, 5.472], [12.433, 0.532, 4.550], [9.472, 0.576, 5.259], [10.259, 0.118, 3.720], [11.063, 1.159, 1.002], [10.634, 1.868, 0.141], [11.214, 3.046, -0.208], [10.408, 3.716, -1.192], [9.574, 2.622, -1.839], [9.383, 1.644, -0.684], [9.793, 4.463, -0.686], [11.057, 4.220, -1.906], [8.643, 2.987, -2.269], [10.145, 2.141, -2.636], [8.512, 1.894, -0.075], [9.324, 0.615, -1.027], [-4.734, -4.341, 0.697], [-4.520, -3.280, 1.209], [-5.124, -2.873, 2.352], [-4.742, -1.514, 2.650], [-3.430, -1.300, 1.915], [-3.602, -2.192, 0.690], [-5.527, -0.846, 2.299], [-4.633, -1.396, 3.728], [-3.236, -0.255, 1.679], [-2.598, -1.667, 2.521], [-4.100, -1.671, -0.129], [-2.657, -2.607, 0.355], [-2.245, -0.897, -5.318], [-2.872, 0.020, -4.864], [-2.602, 0.571, -3.661], [-3.592, 1.569, -3.347], [-4.175, 1.984, -4.687], [-4.074, 0.694, -5.490], [-4.340, 1.122, -2.689], [-3.116, 2.397, -2.826], [-5.186, 2.379, -4.612], [-3.546, 2.751, -5.144], [-4.945, 0.061, -5.349], [-3.906, 0.884, -6.547], [-6.763, 0.735, 2.612], [-7.328, 0.563, 3.653], [-7.350, 1.482, 4.647], [-8.011, 0.936, 5.803], [-8.885, -0.187, 5.269], [-8.070, -0.687, 4.080], [-7.251, 0.577, 6.500], [-8.591, 1.718, 6.288], [-9.101, -0.953, 6.011], [-9.835, 0.218, 4.917], [-7.342, -1.446, 4.372], [-8.700, -1.057, 3.277], [-7.837, 0.556, -3.535], [-8.027, 0.494, -4.714], [-7.033, 0.657, -5.629], [-7.587, 0.638, -6.957], [-8.911, -0.097, -6.827], [-9.350, 0.280, -5.416], [-7.714, 1.670, -7.294], [-6.896, 0.131, -7.629], [-9.630, 0.170, -7.599], [-8.745, -1.174, -6.883], [-9.915, 1.213, -5.400], [-9.919, -0.515, -4.943], [-12.375, -0.565, -6.883], [-13.003, 0.349, -6.436], [-12.734, 0.914, -5.233], [-13.725, 1.912, -4.929], [-14.313, 2.313, -6.272], [-14.209, 1.016, -7.066], [-14.469, 1.469, -4.264], [-13.251, 2.748, -4.419], [-15.324, 2.708, -6.197], [-13.688, 3.078, -6.736], [-15.080, 0.376, -6.922], [-14.043, 1.196, -8.125]],
  "homo_lumo_gap_ev": [8.665, 9.611],
  "spin_multiplicity": 2,
  "homo_ev": [-8.287, -9.233]
}

{
  "formula": "C51H76BF10N4O33",
  "method": "ωB97M-V/def2-TZVPD",
  "symbols": ["C", "O", "C", "C", "C", "C", "C", "C", "C", "C", "C", "C", "C", "C", "C", "N", "C", "C", "C", "O", "N", "N", "B", "O", "O", "C", "C", "C", "F", "C", "N", "C", "O", "C", "C", "O", "H", "H", "H", "H", "H", "H", "H", "H", "H", "H", "H", "H", "H", "H", "H", "H", "H", "H", "H", "H", "H", "H", "H", "H", "H", "H", "H", "H", "H", "H", "H", "H", "H", "H", "H", "H", "H", "H", "H", "H", "H", "H", "H", "H", "H", "H", "H", "H", "H", "C", "C", "O", "C", "O", "O", "F", "H", "H", "H", "C", "C", "O", "C", "O", "O", "F", "H", "H", "H", "C", "C", "O", "C", "O", "O", "F", "H", "H", "H", "C", "C", "O", "C", "O", "O", "F", "H", "H", "H", "C", "C", "O", "C", "O", "O", "F", "H", "H", "H", "C", "C", "O", "C", "O", "O", "F", "H", "H", "H", "C", "C", "O", "C", "O", "O", "F", "H", "H", "H", "C", "C", "O", "C", "O", "O", "F", "H", "H", "H", "C", "C", "O", "C", "O", "O", "F", "H", "H", "H"],
  "coordinates": [[-0.053, 7.534, -4.533], [-0.066, 6.114, -4.596], [1.207, 5.511, -4.432], [1.375, 4.917, -3.013], [1.725, 5.998, -1.939], [0.767, 5.918, -0.719], [-0.186, 7.143, -0.564], [-1.656, 6.677, -0.452], [-2.337, 6.463, -1.819], [-3.537, 5.466, -1.840], [-3.183, 4.069, -1.315], [-3.142, 2.983, -2.403], [-1.692, 2.464, -2.655], [-1.832, 1.227, -3.585], [-1.409, -0.080, -2.883], [-0.037, 0.039, -2.334], [0.873, -0.650, -3.299], [0.059, -0.499, -1.057], [1.387, -1.168, -0.663], [-0.812, -0.436, -0.237], [-3.977, 3.633, -0.087], [-5.206, 2.999, -0.447], [-3.042, 2.569, 0.523], [-2.040, 2.913, 1.401], [-3.174, 1.286, 0.162], [-4.270, 4.734, 0.876], [-5.305, 4.415, 1.950], [-5.391, 5.560, 2.988], [-5.073, 3.236, 2.651], [-4.791, 6.036, 0.190], [-4.788, 5.974, -1.266], [-5.279, 7.186, -1.882], [-5.748, 6.886, -3.188], [-6.636, 5.839, -3.168], [-6.346, 4.580, -3.950], [-7.632, 5.916, -2.575], [0.825, 7.974, -5.016], [-0.045, 7.891, -3.494], [-0.950, 7.928, -5.000], [1.258, 4.686, -5.153], [2.039, 6.206, -4.595], [2.074, 4.076, -3.003], [0.388, 4.523, -2.750], [1.706, 7.001, -2.368], [2.749, 5.795, -1.610], [1.384, 5.818, 0.181], [0.142, 5.014, -0.742], [0.054, 7.608, 0.399], [-0.045, 7.915, -1.322], [-2.192, 7.493, 0.056], [-1.671, 5.812, 0.220], [-1.585, 5.990, -2.476], [-2.584, 7.404, -2.311], [-3.743, 5.346, -2.908], [-2.149, 4.143, -0.946], [-3.744, 2.096, -2.193], [-3.477, 3.340, -3.379], [-1.195, 2.171, -1.723], [-1.154, 3.223, -3.224], [-1.262, 1.371, -4.509], [-2.875, 1.102, -3.894], [-1.427, -0.852, -3.660], [-2.167, -0.357, -2.149], [0.747, -1.735, -3.222], [0.634, -0.324, -4.312], [1.912, -0.379, -3.120], [1.414, -2.229, -0.916], [2.213, -0.593, -1.082], [1.455, -1.067, 0.422], [-5.936, 3.673, -0.646], [-5.478, 2.282, 0.213], [-1.222, 3.017, 0.886], [-3.059, 0.702, 0.928], [-3.358, 5.040, 1.396], [-6.287, 4.325, 1.474], [-4.502, 6.194, 2.997], [-5.648, 5.164, 3.968], [-6.246, 6.175, 2.688], [-4.213, 6.886, 0.582], [-5.828, 6.240, 0.485], [-4.592, 8.036, -1.873], [-6.160, 7.495, -1.299], [-5.877, 3.817, -3.319], [-7.282, 4.140, -4.293], [-5.737, 4.746, -4.844], [4.618, -4.547, -0.793], [5.300, -4.961, -2.068], [4.800, -4.023, -3.007], [4.520, -2.889, -2.308], [4.334, -1.825, -2.803], [4.485, -3.128, -0.970], [4.928, -6.205, -2.450], [3.627, -4.993, -0.687], [5.204, -4.780, 0.091], [6.389, -4.902, -2.038], [5.615, -5.608, 4.348], [5.051, -4.649, 3.335], [4.997, -5.441, 2.155], [4.828, -6.738, 2.577], [4.479, -7.624, 1.869], [5.102, -6.864, 3.892], [5.880, -3.600, 3.120], [6.703, -5.634, 4.335], [5.281, -5.394, 5.360], [4.051, -4.277, 3.572], [6.166, -10.457, 6.005], [4.696, -10.564, 6.309], [4.489, -9.499, 7.223], [5.418, -8.548, 6.916], [5.373, -7.423, 7.295], [6.392, -9.049, 6.121], [4.398, -11.735, 6.924], [6.780, -10.985, 6.737], [6.416, -10.812, 5.015], [4.045, -10.433, 5.443], [-5.266, -2.854, -5.057], [-4.556, -2.687, -3.739], [-4.167, -1.322, -3.769], [-5.093, -0.676, -4.540], [-5.233, 0.503, -4.564], [-5.829, -1.554, -5.259], [-3.446, -3.457, -3.670], [-4.577, -3.083, -5.871], [-6.041, -3.616, -5.024], [-5.180, -2.869, -2.862], [-3.245, 10.955, -6.566], [-2.386, 12.175, -6.772], [-1.404, 12.036, -5.760], [-1.262, 10.700, -5.537], [-0.353, 10.207, -4.955], [-2.297, 10.002, -6.077], [-3.083, 13.314, -6.557], [-4.019, 11.117, -5.814], [-3.712, 10.607, -7.485], [-1.899, 12.226, -7.748], [9.016, -13.636, 2.378], [7.544, -13.760, 2.672], [7.323, -12.702, 3.590], [8.245, -11.736, 3.298], [8.186, -10.616, 3.684], [9.229, -12.227, 2.504], [7.255, -14.935, 3.277], [9.629, -14.163, 3.111], [9.278, -13.984, 1.382], [6.896, -13.630, 1.804], [-2.781, -2.996, 1.044], [-2.016, -3.391, 2.277], [-2.494, -4.699, 2.535], [-2.852, -5.226, 1.321], [-3.045, -6.375, 1.121], [-2.951, -4.249, 0.379], [-2.328, -2.594, 3.330], [-3.761, -2.576, 1.282], [-2.235, -2.290, 0.420], [-0.932, -3.416, 2.149], [-3.818, -6.613, 5.652], [-4.253, -5.199, 5.929], [-4.472, -5.202, 7.325], [-3.627, -6.147, 7.846], [-3.349, -6.239, 8.991], [-3.144, -6.958, 6.864], [-5.423, -4.908, 5.302], [-4.666, -7.283, 5.501], [-3.151, -6.689, 4.796], [-3.509, -4.440, 5.679], [8.192, -0.316, 4.410], [9.031, -0.708, 5.599], [8.602, -2.032, 5.858], [8.196, -2.550, 4.660], [8.024, -3.702, 4.451], [8.022, -1.566, 3.738], [8.756, 0.064, 6.677], [7.217, 0.075, 4.706], [8.685, 0.410, 3.768], [10.107, -0.704, 5.414]],
  "relative_energy_kcal_mol": 45.5,
  "charge": 1,
  "homo_lumo_gap_ev": 9.236,
  "homo_ev": -11.308
}

{
  "formula": "C51H77NOPSi",
  "method": "ωB97M-V/def2-TZVPD",
  "symbols": ["C", "C", "P", "C", "N", "C", "C", "O", "C", "C", "C", "C", "C", "C", "C", "C", "C", "C", "C", "C", "C", "Si", "C", "C", "C", "H", "H", "H", "H", "H", "H", "H", "H", "H", "H", "H", "H", "H", "H", "H", "H", "H", "H", "H", "H", "H", "H", "H", "H", "H", "H", "H", "H", "H", "H", "H", "H", "H", "H", "H", "H", "H", "H", "H", "H", "H", "H", "H", "H", "H", "H", "H", "C", "C", "C", "C", "C", "C", "H", "H", "H", "H", "H", "H", "C", "C", "C", "C", "C", "C", "H", "H", "H", "H", "H", "H", "C", "C", "C", "C", "C", "C", "H", "H", "H", "H", "H", "H", "C", "C", "C", "C", "C", "C", "H", "H", "H", "H", "H", "H", "C", "C", "C", "C", "C", "C", "H", "H", "H", "H", "H", "H"],
  "coordinates": [[3.150, -0.667, 4.057], [2.235, 0.069, 3.436], [0.647, 0.858, 2.655], [-0.017, 1.093, 4.427], [-0.096, 2.596, 4.707], [-0.140, -0.870, 2.400], [-0.328, -1.798, 3.689], [-0.177, -3.205, 3.248], [-0.826, 1.809, 1.835], [-2.274, 1.556, 2.452], [-3.467, 2.132, 1.477], [-4.207, 3.404, 2.193], [-5.715, 3.647, 1.666], [-6.678, 2.599, 2.469], [-8.019, 3.291, 3.057], [-9.285, 2.512, 2.366], [-9.596, 1.136, 3.177], [-9.199, -0.202, 2.322], [-9.200, -1.438, 3.395], [-8.622, -2.806, 2.770], [-9.405, -3.311, 1.444], [1.665, 0.739, 0.692], [0.693, -0.115, -0.716], [2.000, 2.572, 0.101], [3.412, -0.094, 0.737], [3.806, -1.525, 4.462], [1.321, 2.153, 2.831], [-1.024, 0.646, 4.696], [0.771, 0.693, 5.174], [0.784, 2.906, 5.155], [-0.879, 2.721, 5.377], [-1.121, -0.885, 1.802], [0.625, -1.453, 1.734], [-1.409, -1.705, 4.065], [0.399, -1.651, 4.552], [-0.726, -3.344, 2.431], [-0.592, 2.940, 1.999], [-0.895, 1.680, 0.697], [-2.360, 2.200, 3.418], [-2.532, 0.485, 2.763], [-4.261, 1.305, 1.398], [-3.051, 2.495, 0.473], [-3.543, 4.355, 2.080], [-4.270, 3.222, 3.339], [-5.814, 3.534, 0.518], [-6.028, 4.702, 2.016], [-6.133, 2.102, 3.362], [-6.946, 1.753, 1.718], [-8.104, 4.418, 2.839], [-8.100, 3.161, 4.205], [-9.010, 2.251, 1.272], [-10.235, 3.160, 2.344], [-8.903, 1.140, 4.100], [-10.686, 1.086, 3.573], [-9.981, -0.359, 1.484], [-8.158, -0.053, 1.857], [-10.253, -1.557, 3.872], [-8.464, -1.103, 4.228], [-7.500, -2.632, 2.531], [-8.666, -3.655, 3.544], [-10.157, -4.130, 1.779], [-9.995, -2.454, 0.938], [-8.624, -3.745, 0.725], [-0.435, -0.242, -0.541], [1.147, -1.161, -0.928], [0.822, 0.473, -1.715], [2.722, 2.542, -0.797], [0.983, 3.044, -0.150], [2.432, 3.141, 1.011], [3.341, -1.201, 1.070], [4.161, 0.459, 1.428], [3.866, -0.023, -0.331], [9.081, 2.465, 2.179], [9.042, 1.806, 3.405], [7.840, 1.291, 3.882], [6.677, 1.425, 3.129], [6.716, 2.081, 1.901], [7.916, 2.604, 1.428], [10.017, 2.869, 1.809], [9.951, 1.695, 3.989], [7.810, 0.783, 4.841], [5.740, 1.019, 3.498], [5.810, 2.184, 1.313], [7.945, 3.120, 0.474], [5.077, -3.081, -3.649], [4.459, -3.217, -2.409], [5.155, -2.904, -1.245], [6.467, -2.445, -1.322], [7.084, -2.305, -2.561], [6.391, -2.626, -3.725], [4.535, -3.328, -4.557], [3.433, -3.568, -2.350], [4.675, -3.017, -0.279], [7.008, -2.196, -0.414], [8.106, -1.944, -2.620], [6.874, -2.522, -4.691], [6.803, 3.322, -2.960], [6.349, 2.108, -2.452], [6.491, 0.943, -3.200], [7.095, 0.990, -4.453], [7.552, 2.203, -4.960], [7.402, 3.370, -4.216], [6.689, 4.231, -2.378], [5.884, 2.070, -1.472], [6.132, -0.002, -2.806], [7.210, 0.080, -5.034], [8.025, 2.239, -5.937], [7.754, 4.316, -4.614], [-1.512, -4.127, -3.124], [-1.521, -3.681, -1.806], [-2.308, -2.592, -1.445], [-3.094, -1.953, -2.400], [-3.088, -2.401, -3.718], [-2.294, -3.485, -4.081], [-0.896, -4.975, -3.407], [-0.913, -4.183, -1.060], [-2.309, -2.240, -0.418], [-3.711, -1.106, -2.117], [-3.702, -1.904, -4.463], [-2.285, -3.831, -5.110], [0.528, -2.592, -6.295], [0.008, -2.745, -7.577], [0.775, -2.397, -8.686], [2.065, -1.904, -8.512], [2.586, -1.755, -7.230], [1.817, -2.095, -6.121], [-0.071, -2.861, -5.431], [-0.996, -3.136, -7.713], [0.367, -2.510, -9.685], [2.665, -1.637, -9.377], [3.593, -1.373, -7.095], [2.221, -1.973, -5.122]],
  "relative_energy_kcal_mol": 0.0,
  "charge": -1,
  "homo_lumo_gap_ev": 5.842,
  "homo_ev": -3.611
}

What is the formula in the second record?
C51H76BF10N4O33